1.
This record from the Open Molecules 2025 dataset describes a cluster of 2 separate species, C4H9NO2 in total. The level of theory is ωB97M-V/def2-TZVPD.

The geometry in ORCA input format:
```
! RIJCOSX wB97M-V def2-TZVPD def2/J DEFGRID3
* xyz 0 1
C -2.2695 0.6006 0.5430
C -1.8579 -0.8690 0.5897
N 1.0465 0.5936 -0.3186
C 1.1141 1.3106 0.6803
O 0.9760 1.8996 1.6813
O 1.9864 0.6146 -1.3444
C 2.7077 -0.6135 -1.3026
H -2.0967 1.0250 -0.4521
H -3.3319 0.7273 0.7796
H -1.6991 1.1969 1.2657
H -2.0004 -1.2901 1.5912
H -2.4454 -1.4672 -0.1160
H -0.8027 -0.9841 0.3231
H 3.1831 -0.7135 -2.2806
H 3.4690 -0.5829 -0.5125
H 2.0209 -1.4480 -1.1271
*
```

Calculated values
strongest force on any atom	0.018	Eh/bohr
calculated total energy	-9876.2952	eV
energy relative to the best compared isomer or geometry (same formula, charge and spin)	363.3	kJ/mol
orbital gap	10.64	eV
LUMO	0.016	Ha
structure (SMILES)	CON=C=O.CC

***

2.
This record from the Open Molecules 2025 dataset describes a structure of composition C25H36N7OPtSTe. The level of theory is ωB97M-V/def2-TZVPD.

The geometry in ORCA input format:
```
! RIJCOSX wB97M-V def2-TZVPD def2/J DEFGRID3
* xyz 0 2
Pt -0.0713 3.9086 -0.0105
C -4.4446 0.9804 -1.1705
N -3.2809 1.7576 -1.5788
C -3.2785 2.2906 -2.9339
C -2.4830 2.3641 -0.6609
N -1.8021 3.4293 -0.9006
N -2.4581 1.7470 0.5808
C -1.7267 2.0685 1.7138
N -2.0176 1.2762 2.7897
N -0.9086 3.0538 1.7637
H -4.9559 0.6449 -2.0678
H -5.1441 1.5658 -0.5686
H -4.1684 0.0774 -0.6222
H -3.7165 1.5480 -3.5957
H -2.2553 2.4659 -3.2650
H -3.8483 3.2212 -3.0188
H -1.8600 3.8190 -1.8346
H -2.8343 0.8146 0.5821
H -2.4215 0.3733 2.5938
H -1.2534 1.1958 3.4474
H -0.4048 3.1361 2.6389
C 1.1195 2.6120 -3.7553
C 0.6380 3.3097 -2.5008
O 0.1278 4.4691 -2.5645
N 0.7451 2.6569 -1.3830
Te 0.5078 -0.3769 -1.2394
C 0.4310 -2.5065 -1.1005
C -0.7721 -3.1895 -1.2990
C -2.0815 -2.5159 -1.6339
C -0.8025 -4.5772 -1.1557
C 0.3253 -5.3049 -0.8221
C 0.2777 -6.8003 -0.6660
C 1.5195 -4.6120 -0.6530
C 1.5982 -3.2333 -0.7963
C 2.9384 -2.5712 -0.6193
C 1.1672 -0.0224 0.7492
C 2.3081 0.7664 0.9590
C 3.2356 1.2304 -0.1293
C 2.6454 1.1265 2.2662
C 1.9360 0.6753 3.3642
C 2.3350 1.0713 4.7610
C 0.8631 -0.1840 3.1388
C 0.4564 -0.5303 1.8540
C -0.7194 -1.4627 1.7219
H 1.5081 3.3552 -4.4492
H 0.2827 2.0967 -4.2337
H 1.8854 1.8725 -3.5253
H -1.9605 -1.4880 -1.9658
H -2.7403 -2.5073 -0.7589
H -2.5987 -3.0698 -2.4185
H -1.7428 -5.0975 -1.3110
H -0.7367 -7.1783 -0.7874
H 0.6371 -7.1030 0.3189
H 0.9113 -7.2902 -1.4075
H 2.4219 -5.1645 -0.4118
H 3.7284 -3.3195 -0.5670
H 2.9763 -1.9740 0.2932
H 3.1546 -1.8956 -1.4491
H 3.1711 0.5992 -1.0148
H 4.2603 1.2240 0.2426
H 2.9889 2.2453 -0.4378
H 3.4998 1.7788 2.4145
H 3.1721 1.7676 4.7421
H 2.6273 0.1983 5.3471
H 1.5102 1.5529 5.2919
H 0.3325 -0.6074 3.9893
H -1.2628 -1.5319 2.6678
H -0.4021 -2.4723 1.4576
H -1.4022 -1.1454 0.9276
S 4.0261 4.5417 2.3119
C 2.6424 4.4588 1.4788
N 1.6439 4.3850 0.8763
*
```

Calculated values
strongest force on any atom	0.012	Eh/bohr
calculated total energy	-60362.2242	eV
energy relative to the best compared isomer or geometry (same formula, charge and spin)	31.3	kJ/mol
orbital gap (spin up / spin down)	7.36 / 7.04	eV
LUMO (spin up / spin down)	-0.006 / -0.021	Ha
<S²>	0.77

***

3.
This record from the Open Molecules 2025 dataset describes a structure of composition C3H5NO2 in a non-equilibrium geometry. The level of theory is ωB97M-V/def2-TZVPD.

The geometry in ORCA input format:
```
! RIJCOSX wB97M-V def2-TZVPD def2/J DEFGRID3
* xyz 0 1
O 0.5370 1.8273 -0.5167
C 0.0476 0.6002 0.4742
C -1.1603 -0.2440 -0.0351
N -0.2512 -1.3967 -0.0754
C 0.8742 -0.6484 0.2043
O 2.0585 -0.8829 0.1461
H 1.4904 1.6532 -0.6012
H 0.3592 1.7856 0.7278
H -2.0168 -0.3601 0.6383
H -1.5064 0.0503 -1.0335
H -0.4323 -2.3845 0.0712
*
```

Calculated values
strongest force on any atom	0.046	Eh/bohr
calculated total energy	-8773.1577	eV
energy relative to the best compared isomer or geometry (same formula, charge and spin)	437.8	kJ/mol
orbital gap	10.14	eV
LUMO	0.025	Ha

***

4.
This record from the Open Molecules 2025 dataset describes a cluster of 10 separate species, C4H28NO10 in total in a non-equilibrium geometry. The level of theory is ωB97M-V/def2-TZVPD.

The geometry in ORCA input format:
```
! RIJCOSX wB97M-V def2-TZVPD def2/J DEFGRID3
* xyz -1 1
C -2.5368 -2.4505 1.0984
N -1.2716 -1.9147 0.5623
C -0.3714 -1.4528 1.6498
C -0.2463 0.0571 1.8055
C 1.0877 0.3303 2.5210
O 2.1903 0.0752 1.6500
H -2.3393 -3.2670 1.8072
H -3.1527 -2.8278 0.2861
H -3.0429 -1.6758 1.6701
H -0.7634 -2.6940 0.1537
H 0.6228 -1.8246 1.3982
H -0.6440 -1.9624 2.5847
H -0.2325 0.5739 0.8441
H -1.0138 0.5611 2.3975
H 1.1633 1.3721 2.8430
H 1.1592 -0.3838 3.3432
H -1.0182 -0.3006 -2.3750
H 0.0759 0.7308 -2.5044
O -0.5388 0.1966 -3.0516
H 2.0789 0.7242 0.9301
H 1.8394 3.2814 0.5137
O 2.0681 2.3736 0.3052
H 2.7060 -1.4488 0.5024
H 2.4544 -1.5408 -0.9877
O 2.4449 -2.1002 -0.1673
H -3.8046 2.6110 1.4119
H -3.5076 1.2701 2.1926
O -4.1340 1.9768 2.0630
H 2.3627 -0.8982 -2.9748
H 2.4196 0.5414 -2.1545
O 2.7164 -0.4302 -2.2269
H -1.1678 2.3794 -2.8538
H -0.0967 2.5090 -1.8663
O -0.8538 3.0586 -2.2358
H -2.6589 1.4449 -0.6093
H -2.1233 2.8459 -0.7253
O -2.9637 2.3681 -0.5463
H 1.4279 -3.8505 0.3388
H 0.6083 -4.2372 -0.8014
O 0.6084 -4.3476 0.1548
H 1.6779 2.5705 -2.7515
H 1.8815 2.1199 -0.6550
O 1.5402 1.8139 -2.1862
*
```

Calculated values
strongest force on any atom	0.026	Eh/bohr
calculated total energy	-26570.0970	eV
energy relative to the best compared isomer or geometry (same formula, charge and spin)	0.0	kJ/mol
orbital gap	9.36	eV
LUMO	0.112	Ha

***

5.
This record from the Open Molecules 2025 dataset describes a cluster of 3 separate species, C6H11N in total in a non-equilibrium geometry. The level of theory is ωB97M-V/def2-TZVPD.

The geometry in ORCA input format:
```
! RIJCOSX wB97M-V def2-TZVPD def2/J DEFGRID3
* xyz 0 1
C 2.1419 0.0999 -0.2348
C 0.8877 -0.6478 0.1954
C -0.3909 0.1736 0.1786
C -1.5884 -0.5922 0.5465
C -0.6070 1.0438 -0.9195
C -0.8243 0.5760 1.6675
N -0.7304 0.9962 2.7522
H 2.0718 0.4288 -1.2767
H 3.0102 -0.5606 -0.1581
H 2.3232 0.9776 0.3938
H 1.0229 -1.0853 1.1903
H 0.6776 -1.4775 -0.4969
H -1.5300 -1.5366 1.0758
H -2.5591 -0.1293 0.3901
H -1.4640 -1.0642 -1.3315
H -1.5886 1.5046 -1.0269
H 0.2133 1.6159 -1.3375
H -1.0659 -0.3230 -1.6084
*
```

Calculated values
strongest force on any atom	0.027	Eh/bohr
calculated total energy	-7884.6567	eV
energy relative to the best compared isomer or geometry (same formula, charge and spin)	566.8	kJ/mol
orbital gap (spin up / spin down)	8.01 / 8.01	eV
LUMO (spin up / spin down)	-0.010 / -0.010	Ha